Density functional theory data (wB97M-V/def2-TZVPD) for a single C2H4N2S3 molecule at a distorted geometry.

XYZ file:
```
11
Properties=species:S:1:pos:R:3:mulliken_charge:R:1
S 2.6426 0.3879 0.2403 -0.25
C 1.0094 -0.2481 0.1277 -0.01
C 0.5211 -1.3470 0.6590 -0.25
S -1.1834 -1.4820 0.2959 0.01
N -1.3060 0.0927 -0.4686 -0.19
S -2.4945 1.3104 0.4670 -0.20
N 0.0027 0.5614 -0.4463 -0.22
H 3.0575 0.2568 -1.0022 0.15
H 1.0976 -2.0832 1.0837 0.48
H -3.4944 0.9427 -0.4703 0.18
H 0.1473 1.6084 -0.4862 0.32
```

Summary:
**E_HOMO**: -7.19 eV
**E_LUMO**: 0.010 hartree
**Kohn-Sham gap**: 7.46 eV
**SMILES string**: SC1=CSN(S)N1



Density functional theory data (wB97M-V/def2-TZVPD) for a molecular structure, C30H71N9O9V at a distorted geometry.

XYZ file:
```
120
Properties=species:S:1:pos:R:3:lowdin_spin:R:1
O 0.3431 0.0356 -0.5113 -0.22
V -0.4431 1.1735 0.2121 1.16
C -1.6680 -4.2432 -1.8756 0.00
C -0.3007 -3.9798 -1.3108 0.00
N 0.7630 -4.4112 -2.2129 0.00
C 1.9645 -4.9254 -1.5578 0.00
C 1.6907 -6.1816 -0.7445 0.00
C 1.0363 -3.4575 -3.2789 0.00
C 1.5150 -2.0730 -2.8198 0.00
H -1.8662 -5.3130 -1.9590 0.00
H -1.8211 -3.8050 -2.8628 0.00
H -2.4518 -3.8349 -1.2229 0.00
H -0.2127 -2.9117 -1.0523 0.00
H -0.2209 -4.4950 -0.3530 0.00
H 2.4608 -4.1586 -0.9349 0.00
H 2.6491 -5.2004 -2.3648 0.00
H 2.6401 -6.6500 -0.4562 0.00
H 1.1498 -6.9259 -1.3241 0.00
H 1.2104 -5.9878 0.2178 0.00
H 1.7897 -3.9006 -3.9314 0.00
H 0.1175 -3.3458 -3.8605 0.00
H 0.7144 -1.4293 -2.4657 0.00
H 2.2853 -2.1982 -2.0572 0.00
H 1.9749 -1.5243 -3.6501 0.00
C -3.5911 2.3637 0.4717 0.00
O -2.4427 1.9349 0.6182 0.00
N -4.5809 2.2140 1.3578 0.00
C -5.9238 2.6473 1.0479 0.00
C -4.3469 1.6143 2.6554 0.00
H -3.8944 2.9009 -0.4359 0.00
H -6.0232 2.8497 -0.0155 0.00
H -6.1692 3.5656 1.5874 0.00
H -6.6444 1.8842 1.3360 0.00
H -3.2807 1.4063 2.7529 0.00
H -4.6076 2.2980 3.4630 0.00
H -4.8815 0.6676 2.7389 0.00
C -1.7824 1.4037 -2.9628 0.00
O -1.5834 1.3258 -1.7558 0.01
N -2.0433 0.3580 -3.7427 0.00
C -2.2218 0.4963 -5.1686 0.00
C -2.0605 -0.9863 -3.1940 0.00
H -1.7281 2.3543 -3.5111 0.00
H -2.2015 1.5450 -5.4527 0.00
H -3.1321 -0.0027 -5.5031 0.00
H -1.4111 -0.0023 -5.7135 0.00
H -3.0933 -1.3320 -3.0520 0.00
H -1.5952 -1.6731 -3.8980 0.00
H -1.5969 -1.0133 -2.2108 0.00
C 1.8038 -2.9544 1.7604 0.00
O 1.2251 -2.0060 1.2937 0.00
N 2.6589 -2.9241 2.8094 0.00
C 3.3363 -4.1428 3.2591 0.00
C 2.7946 -1.7625 3.6423 0.00
H 1.6852 -3.9695 1.3525 0.00
H 2.8473 -5.0173 2.8372 0.00
H 3.2226 -4.2455 4.3424 0.00
H 4.4000 -4.0912 3.0343 0.00
H 3.8462 -1.4772 3.7376 0.00
H 2.2600 -0.9390 3.1676 0.00
H 2.3929 -1.9529 4.6411 0.00
C 2.6125 1.4525 1.8183 0.00
O 1.5364 1.5568 1.2408 0.00
N 3.6186 0.6991 1.3898 0.00
C 4.8719 0.6153 2.1003 0.00
C 3.5727 0.0312 0.0930 0.00
H 2.8145 1.9256 2.7927 0.00
H 4.8093 1.1393 3.0533 0.00
H 5.6559 1.1607 1.5605 0.00
H 5.1674 -0.4268 2.1828 0.00
H 3.9153 -0.9937 0.2149 0.00
H 2.5775 0.1078 -0.3351 0.00
H 4.2667 0.5518 -0.5765 0.00
C -2.5449 -1.7826 0.8414 0.00
O -1.8357 -0.9240 0.3586 0.01
N -3.8331 -1.9849 0.5401 0.00
C -4.6011 -3.0907 1.1201 0.00
C -4.5855 -1.0289 -0.2339 0.00
H -2.1646 -2.5126 1.5748 0.00
H -3.9444 -3.7870 1.6305 0.00
H -5.1167 -3.6032 0.3087 0.00
H -5.3398 -2.6905 1.8170 0.00
H -5.4272 -0.6415 0.3456 0.00
H -3.9344 -0.2186 -0.5548 0.00
H -4.9727 -1.4953 -1.1461 0.00
C -0.4048 0.3171 3.4802 0.00
O -0.7284 0.6481 2.3419 0.01
N -0.0350 1.1596 4.4350 0.00
C 0.2442 0.7139 5.7861 0.00
C 0.0050 2.5888 4.2012 0.00
H -0.3836 -0.7376 3.7766 0.00
H -0.4770 1.1438 6.4922 0.00
H 1.2140 1.0838 6.1230 0.00
H 0.1463 -0.3653 5.8643 0.00
H 1.0432 2.9269 4.2035 0.00
H -0.4710 2.8264 3.2554 0.00
H -0.5292 3.1029 5.0013 0.00
C -0.5069 4.4410 -0.1946 0.00
O -0.1855 3.2723 0.0343 0.01
N 0.0138 5.4873 0.4213 0.00
C 1.0764 5.3199 1.4040 0.00
C -0.3364 6.8575 0.0914 0.00
H -1.2802 4.6922 -0.9311 0.00
H 0.6824 5.4849 2.4063 0.00
H 1.8863 6.0032 1.1634 0.00
H 1.4468 4.2987 1.3391 0.00
H -0.7775 7.3454 0.9613 0.00
H 0.5607 7.3996 -0.2050 0.00
H -1.0515 6.9151 -0.7268 0.00
C 1.7558 2.6978 -3.0091 0.00
O 1.4503 2.0126 -2.0496 0.00
N 2.7294 2.4310 -3.8891 0.00
C 3.0187 3.3602 -4.9763 0.00
C 3.6694 1.3380 -3.7140 0.00
H 1.2001 3.6105 -3.2823 0.00
H 3.8180 4.0548 -4.7091 0.00
H 2.1396 3.9363 -5.2637 0.00
H 3.3073 2.8010 -5.8663 0.00
H 3.5454 0.9338 -2.7116 0.00
H 3.4554 0.5435 -4.4319 0.00
H 4.6829 1.7011 -3.8717 0.00
```

Summary:
**E_HOMO (alpha / beta)**: -11.42 / -11.42 eV
**E_LUMO (alpha / beta)**: -0.164 / -0.145 hartree
**Spin multiplicity**: 2
**Net charge**: +2
**Kohn-Sham gap (alpha / beta)**: 6.96 / 7.49 eV



Density functional theory data (wB97M-V/def2-TZVPD) for a molecular structure, C39H49BF10N2PPtSb at a distorted geometry.

XYZ file:
```
104
Properties=species:S:1:pos:R:3:lowdin_spin:R:1
Pt -0.1769 0.4518 -1.4009 0.73
C -2.1751 -4.1283 -2.1202 0.00
C -1.5528 -3.2856 -1.0094 0.00
C -2.4091 -3.3873 0.2559 0.00
C -0.1005 -3.6255 -0.7481 0.01
C 0.3893 -4.9177 -0.8910 0.00
C 1.7210 -5.2045 -0.6282 0.01
C 2.5916 -4.1891 -0.2730 0.00
C 2.1570 -2.8724 -0.1413 0.01
C 3.1548 -1.7703 0.1720 0.00
C 4.3438 -1.8381 -0.7854 0.00
C 3.6400 -1.8260 1.6232 0.00
C 0.7924 -2.6321 -0.3324 0.00
N 0.2812 -1.3220 -0.0458 0.08
C 0.0641 -1.0577 1.1830 0.01
C -0.3091 0.3335 1.5418 0.00
N -0.4265 1.1705 0.5837 0.02
C -0.7328 2.5321 0.9334 0.00
C -2.0704 2.9126 1.0052 0.00
C -2.3392 4.2194 1.3974 0.00
C -1.3099 5.0989 1.6857 0.00
C 0.0094 4.6887 1.5818 0.00
C 0.3329 3.3919 1.2016 0.00
C 1.7791 2.9667 1.0390 0.00
C 2.3470 3.5006 -0.2778 0.00
C 2.6399 3.3884 2.2309 0.00
C -3.1990 1.9396 0.7199 0.00
C -3.9390 1.5724 2.0099 0.00
C -4.1681 2.4791 -0.3286 0.00
C -0.4476 0.4004 3.0080 0.00
C -0.7345 1.3878 3.9104 0.00
C -0.7781 1.0452 5.2869 0.00
C -0.5423 -0.2284 5.7357 0.00
C -0.2340 -1.2664 4.8183 0.00
C 0.0313 -2.6243 5.1252 0.00
C 0.3125 -3.5222 4.1265 0.00
C 0.3628 -3.1442 2.7614 0.00
C 0.1138 -1.8367 2.4421 0.00
C -0.1922 -0.9140 3.4703 0.00
H -3.1483 -3.7159 -2.3935 0.00
H -2.3398 -5.1593 -1.7980 0.00
H -1.5528 -4.1476 -3.0155 0.00
H -1.5629 -2.2412 -1.3308 0.00
H -2.4000 -4.4111 0.6403 0.00
H -3.4450 -3.1200 0.0337 0.00
H -2.0574 -2.7312 1.0509 0.00
H -0.2764 -5.7092 -1.2109 0.00
H 2.0874 -6.2180 -0.7336 0.00
H 3.6397 -4.4120 -0.1164 0.00
H 2.6616 -0.8111 0.0076 0.00
H 4.9473 -2.7298 -0.5928 0.00
H 4.9841 -0.9657 -0.6565 0.00
H 4.0210 -1.8571 -1.8238 0.00
H 4.1839 -2.7559 1.8121 0.00
H 2.8208 -1.7662 2.3402 0.00
H 4.3237 -0.9970 1.8171 0.00
H -3.3676 4.5549 1.4585 0.00
H -1.5351 6.1201 1.9659 0.00
H 0.8055 5.3965 1.7756 0.00
H 1.8177 1.8764 0.9891 0.00
H 2.3589 4.5935 -0.2706 0.00
H 1.7520 3.1898 -1.1364 0.00
H 3.3673 3.1407 -0.4247 0.00
H 2.7518 4.4736 2.2777 0.00
H 3.6412 2.9643 2.1328 0.00
H 2.2147 3.0502 3.1792 0.00
H -2.7567 1.0269 0.3149 0.00
H -4.3997 2.4574 2.4567 0.00
H -3.2672 1.1367 2.7521 0.00
H -4.7328 0.8503 1.8040 0.00
H -4.6662 3.3859 0.0246 0.00
H -4.9437 1.7375 -0.5353 0.00
H -3.6495 2.7306 -1.2544 0.00
H -0.9258 2.4058 3.5971 0.00
H -1.0070 1.8239 6.0031 0.00
H -0.5864 -0.4478 6.7959 0.00
H 0.0113 -2.9522 6.1580 0.00
H 0.5126 -4.5544 4.3835 0.00
H 0.6046 -3.8806 2.0061 0.00
C -2.9338 -0.6552 -3.1932 0.01
P -1.1779 -0.1622 -3.3702 0.03
C -1.2989 1.1313 -4.6302 0.01
C -0.4153 -1.5528 -4.2674 0.00
H -3.2669 -1.2179 -4.0681 0.00
H -3.5285 0.2562 -3.1118 0.00
H -3.1054 -1.2460 -2.2954 0.00
H -1.8414 0.7609 -5.5036 0.00
H -0.2910 1.4325 -4.9122 0.00
H -1.8044 2.0000 -4.2100 0.00
H -1.0438 -1.9151 -5.0840 0.00
H -0.2013 -2.3708 -3.5779 0.00
H 0.5355 -1.1940 -4.6633 0.00
F 2.3663 0.3594 -2.2135 0.00
Sb 3.4627 0.8307 -3.7160 0.00
F 1.9192 0.7097 -4.8141 0.00
F 3.1206 2.6471 -3.3835 0.00
F 4.5306 1.2424 -5.2137 0.00
F 4.9754 0.8913 -2.5789 0.00
F 3.7672 -1.0232 -3.9872 0.00
F -0.1693 2.7078 -2.2952 0.06
B -0.7755 4.0086 -2.5176 0.01
F -2.1618 3.7872 -2.6856 0.00
F -0.2321 4.5589 -3.6658 0.00
F -0.5439 4.7948 -1.3919 0.00
```

Summary:
**E_HOMO (alpha / beta)**: -5.02 / -5.68 eV
**E_LUMO (alpha / beta)**: 0.034 / 0.034 hartree
**Spin multiplicity**: 2
**Net charge**: -1
**Kohn-Sham gap (alpha / beta)**: 5.95 / 6.61 eV



Density functional theory data (wB97M-V/def2-TZVPD) for a molecular structure, C7H14N5 at a distorted geometry.

XYZ file:
```
26
Properties=species:S:1:pos:R:3:mulliken_charge:R:1
C -3.7832 0.8810 -0.2485 -0.23
C -2.6686 -0.7992 0.0580 0.09
C 1.8380 -0.3397 -0.6590 -0.45
C 2.2125 0.9348 0.1235 -0.79
C -0.1399 1.8027 -0.3825 -0.28
C -0.5161 0.3672 -0.5107 0.38
C -0.0826 -1.9694 -0.7227 -1.34
N -3.8548 -0.3737 0.1769 -0.53
N -2.6031 1.3362 -0.6064 -1.00
N -1.8854 0.2100 -0.4426 0.54
N 0.3747 -0.5824 -0.6732 0.15
N 1.1796 1.9616 0.1666 -0.26
H -4.6646 1.4827 -0.2582 0.45
H -2.2075 -1.6107 0.5213 0.49
H 2.2748 -0.2766 -1.6134 0.33
H 2.1368 -1.1737 0.0645 0.35
H 2.3403 0.5835 1.1389 0.29
H 3.0989 1.3944 -0.2626 0.40
H -0.2346 2.3641 -1.2865 0.29
H -0.7877 2.3100 0.2610 0.43
H -0.5515 -0.1015 1.8740 -0.17
H 0.5832 -2.7060 -1.0212 0.42
H -0.1531 -2.2789 0.3991 0.45
H -1.0609 -2.1054 -1.1341 0.54
H 0.0293 0.3028 2.2567 0.25
H 1.6327 2.8319 0.1802 0.23
```

Summary:
**E_HOMO**: -12.59 eV
**E_LUMO**: -0.164 hartree
**Net charge**: +1
**Kohn-Sham gap**: 8.12 eV



Density functional theory data (wB97M-V/def2-TZVPD) for 2 unconnected molecules or ions with the total composition CH5NO4P at a distorted geometry.

XYZ file:
```
12
Properties=species:S:1:pos:R:3:mulliken_charge:R:1
C -0.0432 1.2507 -0.3162 0.52
N 1.1311 0.9998 -0.8121 -0.48
O -2.5212 -0.0130 -0.2955 -0.67
O -0.5892 -1.6793 -0.8298 -0.42
O -1.0911 -0.6969 1.5166 -0.52
O -0.4788 2.3148 0.0143 -0.58
P -1.1084 -0.2870 -0.0478 0.33
H 1.5051 -1.0282 0.4826 0.35
H 1.7767 1.7332 -0.8624 0.20
H 0.2263 -1.9099 -0.4183 0.26
H 1.3889 0.1303 -0.3266 -0.39
H -0.1962 -0.8144 1.8951 0.39
```

Summary:
**E_HOMO**: -3.70 eV
**E_LUMO**: 0.154 hartree
**Net charge**: -1
**Kohn-Sham gap**: 7.90 eV



For the records above, the corresponding ΔE to the lowest compared entry with this formula, charge and spin values read 71.23, 0.00, 0.00, 58.64, 41.05 kcal per mole.